Formula: C3H9N2O2S
Source: the Open Molecules 2025 dataset
Level of theory: ωB97M-V with the def2-TZVPD basis set

XYZ file:
```
17
Properties=species:S:1:pos:R:3:nbo_charge:R:1
C 1.4199 -1.4561 1.1901 -0.440
N 1.2349 -0.1156 0.4319 -0.459
C 0.0849 0.4546 0.2130 0.267
N 0.1357 2.0328 -0.3458 -0.789
S -1.5839 -0.0605 0.6683 2.185
C -2.4442 -0.0653 -0.8990 -0.895
O -2.0019 0.9809 1.4895 -0.880
O -1.5287 -1.3687 1.2097 -0.888
H 1.9184 -2.1295 0.4766 0.247
H 0.3689 -1.6671 1.4503 0.264
H 1.9374 -1.3570 2.1870 0.257
H 2.1566 0.3534 0.3766 0.448
H 1.0030 2.4992 0.0285 0.408
H -0.8101 2.4199 0.0257 0.425
H -2.8907 -1.1164 -1.0014 0.299
H -3.2248 0.6686 -1.0371 0.291
H -1.6468 0.0545 -1.6339 0.262
```

Properties
- SMILES string: C/[NH+]=C(/N)S(C)(=O)=O
- Electronic energy: -21157.4397 eV
- Net charge: +1
- Frontier orbital gap (alpha / beta): 0.370 / 0.370 Eh
- 2S+1: 1
- HOMO level (alpha / beta): -15.49 / -15.49 eV